(1)
Below is the molecule C5H6O, with properties calculated with ωB97M-V/def2-TZVPD.

ΔE to the lowest compared entry with this formula, charge and spin = 93.39 kcal/mol
Kohn-Sham gap = 8.6769 eV
E = -7325.235 eV
LUMO = 0.0128 Eh
M = 82.10 g mol⁻¹

XYZ file:
```
12
C5H6O | the OMol25 dataset | ωB97M-V/def2-TZVPD
H 3.3523 -0.5601 1.3324
H -3.3518 -0.6406 1.1286
C -1.6701 0.0550 0.0911
H 3.6741 -0.3466 -0.4119
H -3.6722 0.7537 0.0815
C 3.0668 -0.0113 0.4318
O 1.6977 -0.3268 0.1580
C -0.4699 0.2356 0.0552
H 3.1582 1.0660 0.5848
C -3.1078 -0.1804 0.1648
H -3.4389 -0.8649 -0.6224
C 0.8752 0.6942 0.2117
```

***

(2)
Below is the molecule C8H12 in a non-equilibrium geometry, with properties calculated with ωB97M-V/def2-TZVPD.

ΔE to the lowest compared entry with this formula, charge and spin = 37.05 kcal/mol
Kohn-Sham gap (spin up / spin down) = 7.2555 / 8.2248 eV
Multiplicity = 3
E = -8483.427 eV
LUMO (spin up / spin down) = 0.0430 / -0.0560 Eh
M = 108.18 g mol⁻¹
⟨S²⟩ = 2.01

XYZ file:
```
20
C8H12 | the OMol25 dataset | ωB97M-V/def2-TZVPD
H 1.4597 1.2018 2.2343
C -0.7167 0.5646 0.2886
C 1.0525 0.3893 -2.2938
H -0.8549 -1.5241 0.9184
H -3.0246 -0.7602 1.9120
H 0.6724 -0.2415 -3.0934
H -3.3438 0.2281 0.4737
H 0.8180 -1.0837 -0.7069
H 1.3476 -0.4995 1.7735
C 0.4802 -0.0809 -0.9725
H -3.3479 -1.5332 0.3555
C 1.5891 0.4984 1.4131
C 0.7041 0.8835 0.2467
C -1.3996 -0.6658 0.5092
C -1.0929 -0.0856 -0.9404
C -2.8707 -0.6812 0.8352
H 0.9323 1.8831 -0.1205
H 2.6333 0.5156 1.1077
H 0.7562 1.4137 -2.4994
H 2.1410 0.3309 -2.2783
```

***

(3)
Below is a structure of composition C21H33Br2N3O4PPtS in a non-equilibrium geometry, with properties calculated with ωB97M-V/def2-TZVPD.

ΔE to the lowest compared entry with this formula, charge and spin = 13.84 kcal/mol
Kohn-Sham gap (spin up / spin down) = 4.7519 / 4.7654 eV
E = -198402.893 eV
LUMO (spin up / spin down) = -0.4425 / -0.4431 Eh
Charge = +3
M = 809.44 g mol⁻¹

XYZ file:
```
66
C21H33Br2N3O4PPtS | the OMol25 dataset | ωB97M-V/def2-TZVPD
H 3.8764 -3.9269 1.9679
H -4.5624 -1.4512 -1.8471
H 2.3183 -5.1533 0.7030
C -4.5390 -2.0242 -0.9229
C -3.5568 1.3414 -2.9952
H 0.3733 2.8730 -2.7342
H 3.8363 -5.3676 -0.1661
H -2.5408 -0.0193 2.6929
N 3.0491 -2.7017 -2.1281
N 0.9468 1.8540 0.3034
Pt 0.5930 -0.3113 -0.0166
Br 1.0339 5.6666 3.8576
H -2.3957 -2.3219 -1.0779
C -4.0109 1.5415 2.4507
C 3.4720 -3.0333 1.5004
H 2.0441 2.3732 -2.5133
Br 1.0947 0.3613 5.3484
C 1.0625 4.5515 0.8895
H -4.5015 1.2654 3.3844
H 4.4390 -4.2971 -1.9645
C 1.0642 4.1180 -0.4144
P -1.6786 0.1940 0.0614
C 1.0359 3.9434 3.3339
C 2.5966 -1.7329 -3.1359
C 1.0100 2.7520 -0.7061
H 2.5085 -2.2585 -4.0826
O -2.8279 -0.8057 0.3140
S 2.9154 -0.7244 -0.3241
H -1.9849 1.5900 3.1936
H 2.5662 -2.7346 2.0296
H 4.2089 -2.2401 1.5700
H -2.6762 2.8013 -1.6744
O 0.7766 0.0333 2.3392
C 0.9070 1.1951 2.6256
H -2.7927 1.4330 -3.7660
C 1.0645 2.9660 4.3689
H -3.1076 -2.8309 0.4654
C 2.9132 -4.7911 -0.1339
C 1.0321 2.2680 -2.1107
C 1.0266 1.6459 4.0684
C -3.0286 1.7720 -1.6546
H 3.3106 -0.9180 -3.2450
C 3.7802 -3.8506 -2.7000
H -5.2365 -1.5815 -0.2125
H -4.8788 -3.0363 -1.1427
H 1.1080 4.8282 -1.2291
H -3.9116 0.3132 -2.9730
N 3.1776 -3.3600 0.0979
O -1.8449 0.9573 -1.3006
H -4.0526 2.6249 2.3445
H 1.0977 5.6093 1.1146
C -3.1576 -2.0949 -0.3320
C -2.5887 1.0452 2.4658
H -4.5642 1.0831 1.6312
H 1.6213 -1.3277 -2.8771
C 1.0193 3.6058 1.9232
H 0.7336 1.2244 -2.1769
C 0.9572 2.2635 1.5636
O -1.9451 1.2964 1.1720
H 4.3923 -3.4733 -3.5169
H 1.1157 3.2877 5.4009
H -3.7709 1.6729 -0.8629
H 2.3490 -4.9413 -1.0474
H 3.0982 -4.5996 -3.0989
C 3.0236 -2.4252 -0.8296
H -4.3949 1.9826 -3.2687
```

***

(4)
Below is a cluster of 9 separate species, C19H43Br16NOPS in total in a non-equilibrium geometry, with properties calculated with ωB97M-V/def2-TZVPD.

Kohn-Sham gap = 7.9185 eV
E = -1164735.497 eV
LUMO = -0.1140 Eh
Charge = +1
M = 1643.06 g mol⁻¹

XYZ file:
```
82
C19H43Br16NOPS | the OMol25 dataset | ωB97M-V/def2-TZVPD
H -7.2656 2.0114 -5.1078
H 3.5798 -2.1063 -2.5424
H -2.0439 0.8555 7.8747
H -3.7087 -3.4436 1.3393
C -1.7926 -6.7666 5.8591
Br -0.0703 -8.6179 7.1969
C -6.4149 0.0806 -4.7786
Br 4.7272 0.2475 -4.2978
C -2.1867 -1.2049 4.0642
H -2.5624 -1.5834 -1.9223
H 4.3599 3.0893 -3.6146
H -6.9771 -0.2713 -3.9263
H 2.4389 2.6262 -0.1047
H -0.8326 -0.3071 -0.5319
C 6.9440 6.2684 -7.0693
H -2.1917 -3.9113 1.8898
H 6.8149 5.2034 -6.9374
S -0.9486 -2.5129 0.0542
H -2.4291 -7.6319 5.7485
Br -0.7829 -6.5942 4.2031
Br 0.1749 1.6896 6.1541
H -2.7875 2.3405 8.4784
H -2.4744 0.0327 -1.8604
H -5.5461 1.9234 -5.5048
Br -3.4942 1.9098 6.1538
H -0.0779 -6.1413 7.0176
H 1.4958 5.0246 0.1779
H 5.2050 3.3244 -2.0888
H -1.9225 0.1551 2.4132
C -2.2485 1.8922 7.6515
H -0.4303 2.8421 8.2511
C -1.5034 -0.7695 2.7973
H 4.8321 -4.2098 -1.6830
O -4.4752 -0.1905 0.6093
H -4.8699 -1.9832 -0.7782
C 3.4619 -2.5717 -1.5717
H -1.5538 -1.5320 2.0313
H -3.2355 -5.0361 1.0955
Br 6.8115 3.2751 -3.9464
H 0.6766 4.7892 -1.3694
H 5.1338 6.8168 -8.0671
Br 4.4035 6.3956 -5.7489
Br 2.9548 -1.1601 -0.3208
Br 6.2907 -2.2454 -1.4514
H 2.6128 -3.2520 -1.5936
H -1.2092 3.6231 6.8715
C 1.5040 4.4695 -0.7532
Br -1.6520 -3.0430 4.3729
C 5.6377 7.0081 -7.1261
H -3.0991 -3.1218 -0.6823
H 4.3715 1.0598 -1.9987
H 7.5252 6.4540 -7.9659
H -1.4494 -6.7263 7.9672
H -5.0135 0.0491 -1.7017
H 5.7547 8.0726 -6.9897
Br 8.0545 6.8870 -5.5993
H -1.9788 -0.4305 0.6592
C -1.0040 2.6754 7.3463
H -6.8572 -0.3114 -5.6872
C -2.8971 -4.0593 1.1395
C 5.1885 2.7629 -3.0064
C 4.6970 -3.2958 -1.1155
H 4.6824 -3.5268 -0.0602
Br 0.3835 -0.3917 3.1238
H -2.4047 -5.8718 5.9158
C -1.6344 -0.8631 -0.2196
C 1.4954 2.9924 -0.4843
H 0.7039 2.7365 0.2119
C -2.3437 -3.6454 -0.1735
H -2.0851 -4.4350 -0.7815
H 6.1010 0.9196 -2.3403
Br -4.6469 -0.7369 -4.6725
Br 1.1126 1.9803 -2.1082
C -0.8844 -6.8589 7.0513
H -3.2650 -1.2152 3.9475
C -6.3132 1.5759 -4.8289
C 5.1577 1.2919 -2.7121
P -4.3620 -0.6885 -0.7158
N -2.6650 -0.7890 -1.3137
Br -5.8969 2.3079 -3.0722
H -1.9283 -0.6110 4.9292
Br 3.1285 5.0051 -1.6706
```

***

(5)
Below is a cluster of 3 separate species, C17H34ClF5NO2S in total in a non-equilibrium geometry, with properties calculated with ωB97M-V/def2-TZVPD.

Kohn-Sham gap = 7.8201 eV
E = -60707.173 eV
LUMO = 0.0949 Eh
Charge = -1
M = 446.97 g mol⁻¹

XYZ file:
```
61
C17H34ClF5NO2S | the OMol25 dataset | ωB97M-V/def2-TZVPD
H -1.6407 -2.9416 -2.9010
C 4.8030 -2.1792 2.0997
F 0.0399 5.0763 1.9443
N -2.6165 4.5396 0.1807
H -0.8530 -4.7450 2.0147
H -2.5818 6.2237 -1.3464
H 5.2096 -1.1846 1.8943
C 1.2751 5.8493 -0.1500
C 0.4129 4.6520 0.5659
C 2.6664 -1.7871 0.7641
F 2.2293 6.4189 0.8713
H -4.8931 5.0344 -1.6254
H 4.0704 -0.3029 0.0627
H -5.1296 6.8289 -0.9184
H 0.7681 -4.3918 1.3949
C -5.5822 5.1432 0.5707
C -1.9177 -5.0047 -3.3875
H 0.7299 -0.0550 1.9644
H 0.5604 0.9853 0.5358
H -0.6408 -3.5126 0.7676
F 1.3229 3.4596 0.7483
H -1.8452 -5.9985 -2.9362
H -1.5347 -5.6688 -0.1796
H 2.4935 -0.2195 -0.6925
H -2.9581 -4.8543 -3.6918
H 0.2189 -3.1495 -1.3685
H -0.1509 -6.5229 0.4764
C 0.3368 -5.3019 -1.2198
H 0.2285 -6.1654 -1.8863
H 5.1845 -2.8719 1.3428
C -1.4944 -3.9148 -2.4155
H -2.1553 -3.9232 -1.5424
C 2.6060 0.7620 1.2206
H 2.9236 -1.5060 2.9027
C 1.1079 0.8464 1.4737
H 2.9338 -3.1786 2.3767
C -0.2860 -4.4870 1.1148
O -1.0284 2.4822 -0.3498
C 2.9964 -0.3735 0.2707
H -1.2958 -4.9875 -4.2881
C -3.0754 5.8808 -0.3426
H 1.5790 -1.9057 0.8296
Cl -6.4855 6.5918 1.3566
F 0.3852 7.0013 -0.5280
H -4.9777 4.5223 1.3569
H 2.9362 1.7104 0.7800
H -6.4208 4.4135 0.1494
C -4.7066 5.7384 -0.6796
C 3.2827 -2.1726 2.1115
H 1.4022 -5.2542 -0.9612
H 3.0016 -2.5048 0.0032
S -1.0689 4.0568 -0.4636
C -0.4710 -5.5627 0.0544
H -2.9478 6.7758 0.4204
H 0.8842 1.6971 2.1250
C -0.0302 -4.0230 -1.9815
H 3.1347 0.6650 2.1737
H 5.1856 -2.4986 3.0741
F 2.1309 5.3854 -1.2932
O -0.8603 4.3661 -1.9712
H 0.6089 -3.9569 -2.8723
```

***

(6)
Below is the molecule C4H7NO in a non-equilibrium geometry, with properties calculated with ωB97M-V/def2-TZVPD.

ΔE to the lowest compared entry with this formula, charge and spin = 68.24 kcal/mol
Kohn-Sham gap = 10.3410 eV
E = -7796.685 eV
LUMO = 0.0307 Eh
M = 85.11 g mol⁻¹
Structure (SMILES) = C[C@H]1N[C@H]1C=O

XYZ file:
```
13
C4H7NO | the OMol25 dataset | ωB97M-V/def2-TZVPD
H 1.3364 -0.8823 -1.5621
H -0.7160 -1.7035 1.9408
H 0.3157 1.5507 0.9996
H -1.2107 -1.4438 -0.5163
H -1.2294 1.8895 0.1736
O 1.2382 -1.5584 1.5258
C 0.0775 -1.4001 1.2403
C -0.0990 0.3988 -0.7476
C -0.1690 1.6637 0.0265
H 0.3092 2.4656 -0.5334
C -0.3048 -0.9237 -0.1180
H -0.5755 0.3979 -1.7253
N 1.0274 -0.4543 -0.7039
```

***

(7)
Below is a cluster of 6 separate species, C21H51F2O12S in total in a non-equilibrium geometry, with properties calculated with ωB97M-V/def2-TZVPD.

Kohn-Sham gap = 5.8913 eV
E = -63437.915 eV
LUMO = 0.0826 Eh
Charge = -1
M = 565.69 g mol⁻¹

XYZ file:
```
87
C21H51F2O12S | the OMol25 dataset | ωB97M-V/def2-TZVPD
H -6.2903 3.6374 6.4044
C 0.9577 -3.0426 1.6688
H 1.4300 7.4968 -1.0908
H 0.0187 4.2593 -0.7307
C 3.3322 -8.6073 -2.1661
H 1.5394 -9.8324 -5.3426
O -0.0283 -3.4036 0.7292
H -6.1466 -1.7984 6.2843
H -5.1280 2.3261 4.7439
C 2.5046 -5.0279 -0.4352
C 0.9526 1.5355 1.7019
H 0.7672 6.1680 -4.8992
C 0.9328 7.2429 -4.8618
O 2.6501 -4.6259 0.9130
H 0.4030 7.7110 -5.6990
C -0.6713 -4.6254 1.0063
H 4.1010 8.3263 -3.1786
C -5.9600 -0.7884 6.6693
H -2.4718 -1.5753 -0.0072
O 2.3282 7.4584 -4.9653
H 4.5438 -6.0816 -3.6813
H 3.4977 9.0436 -5.4757
C 1.7249 -8.7627 -5.2613
H 0.8303 -3.6024 2.6019
H 1.4047 0.6560 1.2459
C -5.5987 0.2464 4.5664
H 1.1581 -8.2464 -6.0437
F -2.9055 1.0397 2.2439
H 1.5273 -4.7438 -0.8334
C 2.3513 -3.2514 1.1240
O 3.2238 -7.3299 -2.7631
O -3.4075 0.9733 -0.1416
H -0.3642 3.5025 2.2020
C -0.4856 3.3281 1.1276
C 3.5314 -7.2321 -5.1649
H 2.4628 -2.6926 0.1891
C 2.7168 8.8028 -4.7465
H 5.0085 -7.7917 -3.7098
H 0.8140 -1.9792 1.8894
C 4.1633 -7.1016 -3.7985
O -7.0753 2.0056 5.3925
H -5.5062 -0.8721 7.6574
C -5.9934 1.6988 4.5098
H 4.2500 -8.6840 -1.5724
H -6.3189 1.9333 3.4936
H 3.6413 10.0360 -3.2691
C -2.1973 -1.0491 0.9106
F -2.4063 -1.9318 2.0184
H 2.4773 -8.7280 -1.5027
H 3.3970 4.0827 0.1048
H 0.4170 1.2187 2.6034
H -7.5248 2.6783 7.2485
H -1.5580 3.2971 0.9095
O 1.5220 4.6266 0.6503
O -5.0559 -0.0926 5.8449
H -1.2859 -4.5406 1.9091
C -6.6578 2.6202 6.5899
H 4.2686 -6.9568 -5.9260
H 2.6024 -6.1096 -0.4727
H 3.2901 -4.5872 -1.0612
H 3.3201 -9.4043 -2.9143
C 0.1434 4.4525 0.3395
H -1.3265 -4.8424 0.1636
H 1.7393 2.2482 1.9749
H -5.8713 2.0449 7.0867
H 0.5342 7.6322 -3.9219
H 2.6852 -6.5433 -5.2466
H -6.4574 -0.3913 4.3376
C 3.2646 9.0109 -3.3526
H 3.0811 -2.8630 1.8427
H -0.3664 5.3920 0.5789
S -3.4221 0.1381 1.0259
H 1.3834 -8.4139 -4.2837
O -4.7204 -0.2985 1.4903
C 2.3834 4.0216 -0.2906
H -4.8408 0.0581 3.8076
H 3.2021 7.5075 -1.0708
H 2.3475 4.5558 -1.2488
O 3.1159 -8.5625 -5.4301
H 2.1284 2.9722 -0.4577
H 2.3270 6.7589 -2.4330
H 1.8731 9.4796 -4.9161
H 0.0447 -5.4469 1.1256
O 0.0584 2.0786 0.7567
C 2.3185 7.5809 -1.7131
O 2.2660 8.8392 -2.3644
H -6.9160 -0.2624 6.7604
```

***

(8)
Below is a cluster of 2 separate species, C9H16N3 in total in a non-equilibrium geometry, with properties calculated with ωB97M-V/def2-TZVPD.

ΔE to the lowest compared entry with this formula, charge and spin = 81.35 kcal/mol
Kohn-Sham gap = 8.1817 eV
E = -14054.576 eV
LUMO = -0.1310 Eh
Charge = +1
M = 166.25 g mol⁻¹

XYZ file:
```
28
C9H16N3 | the OMol25 dataset | ωB97M-V/def2-TZVPD
H 1.7381 -2.9031 2.0738
H -2.2157 -3.4873 -0.4005
C 1.7194 1.7325 -1.0235
C 0.1862 1.0283 -2.8763
H -0.7073 -3.8594 2.1079
H 0.3666 -0.0650 -3.0467
N -0.3838 -3.0523 1.5353
H -0.6934 -0.3640 2.0859
C 0.9928 -2.5204 1.2978
C -0.4668 2.4189 0.5827
H -1.1897 2.8851 1.2212
H -1.7415 1.8868 -0.8496
H 2.5703 1.5810 -1.7515
H -1.9323 -0.1185 0.8937
H 3.0410 2.3235 0.6162
C 0.8543 2.6098 1.0645
N -1.3295 -0.8035 1.3055
C 1.9636 2.2777 0.2560
H 1.1474 -2.8307 0.2093
C -1.2516 -2.1369 0.9185
H 0.9627 -1.4769 1.1467
C 0.4108 1.5779 -1.5238
H 1.1695 3.0089 2.0848
C -0.7085 1.8755 -0.6688
H 1.0235 1.6785 -3.4205
N -2.0328 -2.5533 -0.1282
H -0.9855 1.1424 -2.9986
H -2.5078 -1.8555 -0.7119
```

***

> Which value of E does entry 6 give?

-7796.685 eV